{"formula": "C16H22Cl2FNO9", "method": "the ωB97M-V functional and the def2-TZVPD basis", "gap_ev": 7.9037, "e_lumo_ev": 0.017, "homo_ha": -0.28983, "elements": ["C", "C", "Cl", "C", "Cl", "C", "O", "C", "C", "N", "C", "C", "O", "O", "C", "C", "F", "H", "H", "H", "H", "H", "H", "H", "H", "H", "H", "H", "H", "H", "H", "O", "C", "O", "C", "C", "O", "H", "H", "H", "H", "O", "C", "O", "C", "C", "O", "H", "H", "H", "H"], "coordinates": [[3.84, -0.06, 0.60], [2.27, 0.35, 1.00], [1.90, 0.37, 2.83], [1.24, 0.65, -0.08], [1.92, 0.49, -1.83], [-0.31, 1.02, 0.28], [-1.22, 0.26, -0.63], [-2.48, 0.14, 0.15], [-3.01, 1.61, 0.71], [-2.24, 2.76, 0.10], [-0.71, 2.60, 0.19], [-0.30, 3.47, 1.56], [-0.15, 2.91, 2.78], [-0.12, 4.96, 1.54], [-0.15, 3.35, -1.20], [1.40, 3.88, -1.09], [-0.45, 2.57, -2.43], [4.31, -0.62, 1.55], [4.49, 0.91, 0.44], [3.90, -0.83, -0.28], [-0.52, 0.55, 1.36], [-3.32, -0.30, -0.58], [-2.31, -0.65, 0.99], [-2.78, 1.63, 1.88], [-4.17, 1.75, 0.60], [-2.57, 3.67, 0.50], [-2.51, 2.80, -0.93], [-0.82, 4.33, -1.28], [1.96, 3.70, -2.11], [1.95, 3.34, -0.18], [1.39, 5.04, -0.80], [5.22, -2.86, -0.62], [5.09, -2.86, -1.84], [4.21, -3.65, -2.52], [4.20, -3.20, -3.86], [5.52, -2.52, -4.00], [5.80, -2.07, -2.69], [4.08, -4.03, -4.55], [3.36, -2.50, -3.99], [6.31, -3.22, -4.31], [5.49, -1.68, -4.70], [-4.36, -0.21, 3.17], [-4.64, -1.38, 2.98], [-5.57, -1.81, 2.09], [-5.44, -3.22, 2.00], [-4.79, -3.59, 3.29], [-4.05, -2.43, 3.63], [-6.41, -3.70, 1.86], [-4.80, -3.46, 1.13], [-5.53, -3.78, 4.08], [-4.14, -4.46, 3.20]]}